This record from the OMol25 dataset describes the molecule C10H12N2 at a distorted geometry. The level of theory is ωB97M-V/def2-TZVPD.

Its gap between HOMO and LUMO is 9.45 eV. The calculation puts the HOMO energy at -8.98 eV. The calculation puts the energy relative to the best compared isomer or geometry (same formula, charge and spin) at 311.98 kJ/mol. The value obtained for the LUMO energy is 0.472 eV. As for the total energy: -497.64344 hartree. As for the SMILES: CC1=NC=C[C@@H]1[C@H]1C=CN=C1C.

Element x y z (Å)
C1 2.11778 -0.49910 0.98019
C2 -1.04844 1.78548 1.04388
C3 1.00857 0.43473 0.42362
C4 -0.25487 0.46186 1.05176
C5 2.53841 -1.21255 -0.03757
C6 -2.27187 1.54467 0.59700
C7 0.99750 -0.06502 -1.02951
C8 -1.30975 -0.35166 0.35453
C9 0.26330 0.54155 -2.11401
C10 -1.36741 -1.86257 0.16147
N1 2.03123 -0.75318 -1.28195
N2 -2.40782 0.23934 0.05729
H1 2.43682 -0.56486 2.02492
H2 -0.53733 2.64763 1.50222
H3 1.55559 1.38308 0.49094
H4 -0.02951 0.35036 2.12886
H5 3.37761 -1.88210 -0.25155
H6 -3.02229 2.19689 0.51219
H7 -0.30424 -0.10512 -2.72222
H8 0.88835 1.14078 -2.77965
H9 -0.42289 1.22906 -1.74647
H10 -0.47864 -2.26686 -0.41410
H11 -2.39233 -2.13627 -0.17713
H12 -1.36775 -2.25615 1.22529


This record from the OMol25 dataset describes a structure of composition C21H27F4GdN3O5S at a distorted geometry. The level of theory is ωB97M-V/def2-TZVPD.

As for the expectation value of S²: 16.062. Its gap between HOMO and LUMO (alpha / beta) is 9.03 / 5.72 eV. The calculation puts the HOMO energy (alpha / beta) at -11.11 / -10.81 eV. The calculation puts the energy relative to the best compared isomer or geometry (same formula, charge and spin) at 0.56 kJ/mol. The value obtained for the LUMO energy (alpha / beta) is -2.074 / -5.095 eV. The spin multiplicity is 8. As for the total energy: -2920.06266 hartree. As for the net charge: +1.

Element x y z (Å)
Gd1 0.06848 -0.01925 -0.57381
C1 1.88494 0.49546 -3.38602
C2 1.19615 -0.84504 -3.57706
N1 1.01761 -1.56696 -2.29919
C3 -0.05422 -2.58893 -2.39270
C4 0.11997 -3.63872 -3.47374
C5 2.29190 -2.11048 -1.77054
C6 2.36182 -2.12260 -0.25490
N2 2.04898 -0.78586 0.23478
C7 1.84652 -0.54563 1.59225
C8 1.28029 0.68085 1.94892
F1 0.99596 1.56734 0.95435
C9 0.93686 1.03968 3.23601
F2 0.39032 2.24049 3.43051
C10 1.16779 0.17964 4.27860
C11 1.74141 -1.03537 3.96224
F3 1.98909 -1.92500 4.92866
C12 2.06814 -1.39677 2.67006
F4 2.61386 -2.60895 2.47219
H1 1.86833 1.06024 -4.31819
H2 2.91887 0.39724 -3.05999
H3 1.36538 1.11281 -2.66219
H4 1.77561 -1.44899 -4.27740
H5 0.21092 -0.69257 -4.01168
H6 -0.98494 -2.04718 -2.57449
H7 -0.14172 -3.05483 -1.41557
H8 0.22053 -3.19918 -4.46840
H9 -0.76225 -4.28070 -3.49409
H10 0.98437 -4.28097 -3.29866
H11 3.10042 -1.48702 -2.14460
H12 2.45623 -3.12028 -2.15214
H13 3.37097 -2.41135 0.03989
H14 1.69441 -2.88688 0.15437
H15 0.93073 0.44789 5.30024
C13 -0.77515 6.79700 0.86696
C14 -1.15346 5.42736 0.35228
C15 -2.34596 4.81142 0.73980
C16 -2.71411 3.57021 0.25898
C17 -1.86014 2.92290 -0.63922
C18 -0.67659 3.52132 -1.05457
C19 -0.33263 4.76617 -0.55112
S1 -2.26556 1.30518 -1.10497
O1 -3.60605 1.24200 -1.55826
O2 -1.96538 0.47512 0.11685
O3 -1.21404 0.89071 -2.10437
H16 -1.29186 7.03619 1.79611
H17 -1.03215 7.56898 0.13783
H18 0.29728 6.86922 1.05207
H19 -3.00462 5.32156 1.43600
H20 -3.64889 3.12080 0.57313
H21 -0.04881 3.05389 -1.79675
H22 0.58782 5.23505 -0.88261
N3 -2.42937 -4.04351 3.01339
C20 -1.58010 -2.90242 2.73954
C21 -1.30325 -2.77832 1.27490
O4 -1.77046 -3.72812 0.49451
O5 -0.65484 -1.83843 0.85312
H23 -2.02284 -4.68497 3.67698
H24 -2.20677 -4.37398 1.09298
H25 -3.34299 -3.77040 3.34432
H26 -0.60306 -2.98592 3.21863
H27 -2.00973 -1.95114 3.05578


This record from the OMol25 dataset describes a structure of composition C27H29ClPV at a distorted geometry. The level of theory is ωB97M-V/def2-TZVPD.

As for the expectation value of S²: 2.035. Its gap between HOMO and LUMO (alpha / beta) is 8.30 / 8.66 eV. The calculation puts the HOMO energy (alpha / beta) at -8.03 / -8.37 eV. The value obtained for the LUMO energy (alpha / beta) is 0.266 / 0.287 eV. The spin multiplicity is 3. As for the total energy: -2791.82120 hartree.

Element x y z (Å)
C1 2.07574 -2.40446 1.54580
C2 2.52772 -1.07750 1.27184
C3 2.06115 -0.24311 2.33642
H1 3.12614 -0.77525 0.43200
C4 1.32886 -1.06491 3.23127
C5 1.36276 -2.40746 2.76330
H2 0.86282 -3.24807 3.20993
H3 2.20803 -3.25027 0.89411
H4 2.23554 0.81255 2.44662
H5 0.79044 -0.72019 4.09701
V1 0.34698 -1.02837 1.22255
Cl1 -1.75245 -0.71740 2.26623
P1 -0.03444 0.86058 0.00052
C6 0.27352 2.40993 0.93857
C7 0.98494 3.48392 0.40640
H6 1.41205 3.41553 -0.58337
C8 1.15148 4.64903 1.14210
H7 1.71059 5.47294 0.71864
C9 0.60209 4.75830 2.41078
H8 0.73206 5.66747 2.98273
C10 -0.12084 3.69722 2.93956
H9 -0.56210 3.77816 3.92392
C11 -0.28337 2.52934 2.21183
H10 -0.85459 1.70858 2.62178
C12 1.09244 0.95959 -1.43450
C13 2.47235 1.03802 -1.24394
H11 2.87651 1.13948 -0.24605
C14 3.33399 1.00988 -2.32781
H12 4.40146 1.08435 -2.16756
C15 2.82839 0.88674 -3.61583
H13 3.50136 0.85934 -4.46260
C16 1.45864 0.79617 -3.81025
H14 1.05789 0.69433 -4.80974
C17 0.59266 0.83328 -2.72721
H15 -0.47261 0.75706 -2.88587
C18 -1.68923 1.16270 -0.73076
C19 -2.08923 2.46826 -1.01374
H16 -1.44906 3.30162 -0.76218
C20 -3.31498 2.71015 -1.61236
H17 -3.61609 3.72745 -1.82434
C21 -4.15569 1.65148 -1.92820
H18 -5.11509 1.84050 -2.39231
C22 -3.76232 0.35251 -1.64437
H19 -4.41444 -0.47726 -1.88114
C23 -2.53573 0.10436 -1.04548
H20 -2.23609 -0.90612 -0.82598
C24 -1.69618 -3.89655 1.17369
C25 -0.46884 -3.98757 0.26414
C26 -0.73498 -4.98745 -0.86647
C27 -0.06247 -2.60588 -0.32225
H21 -2.56590 -3.46630 0.63579
H22 -1.45714 -3.29147 2.06389
H23 -1.96755 -4.90711 1.55052
H24 0.35452 -4.40063 0.87781
H25 -1.58459 -4.65035 -1.49733
H26 0.16930 -5.09864 -1.50085
H27 -0.98243 -5.98539 -0.44192
H28 0.86201 -2.72411 -0.92303
H29 -0.81602 -2.29898 -1.05227